The following is a DFT calculation (ωB97M-V/def2-TZVPD) of a molecular structure, H3N4O.

Values from the calculation:
orbital gap = 8.409 eV
E = -295.89626 Ha
total charge = -1
ΔE to the lowest compared entry with this formula, charge and spin = 37.3 kcal/mol

Last column: Löwdin charge in e.
Atoms and positions in Å:
O 0.683538 -1.016691 -0.280415  -0.2151
N -1.465665 0.544649 -0.349331  -0.0755
H -1.615917 0.842151 0.633938  -0.0408
H 3.014737 -0.255167 -0.045152  -0.0273
N 1.083898 0.195189 -0.133065  -0.6317
N 0.290797 1.222367 -0.132635  0.0177
N 2.342291 0.466071 -0.057667  -0.0316
H -1.505735 -0.548546 -0.329700  0.0043

Cartesian forces (eV/Å) of the 2 atoms listed first:
-0.106 0.033 0.230
2.452 -0.082 1.181

---

The following is a DFT calculation (ωB97M-V/def2-TZVPD) of a gas-phase ion, H3N4O2 (charge -1).

Values from the calculation:
orbital gap = 7.293 eV
E = -371.14212 Ha
total charge = -1
structure (SMILES) = N[N-][N+](=O)[N-]O
ΔE to the lowest compared entry with this formula, charge and spin = 25.9 kcal/mol

Last column: Löwdin charge in e.
Atoms and positions in Å:
N 1.161860 -0.127369 -1.309522  -0.0741
H 1.546465 -1.506376 -0.248096  0.0425
N -1.528389 1.117063 0.626582  -0.1298
N -0.527559 1.082511 -0.403970  -0.1580
N 0.264407 -0.046025 -0.418642  -0.4415
H -1.802978 0.215859 0.891427  -0.0247
O 0.107542 -0.969077 0.467184  -0.1726
O 1.803936 -1.343020 -1.201475  -0.1391
H -1.025283 1.576434 1.596512  0.0972

Cartesian forces (eV/Å) of the 2 atoms listed first:
0.071 1.070 -1.330
0.223 -1.026 -0.457

---

The following is a DFT calculation (ωB97M-V/def2-TZVPD) of a single H3NO molecule.

Values from the calculation:
orbital gap = 11.286 eV
E = -131.70806 Ha
structure (SMILES) = NO
ΔE to the lowest compared entry with this formula, charge and spin = 7.7 kcal/mol

Last column: Löwdin charge in e.
Atoms and positions in Å:
H -0.867242 0.514461 -0.504774  0.0936
O 0.968998 -0.382305 -0.151270  -0.1590
N -0.477857 -0.427889 -0.195456  -0.0565
H -0.726052 -0.279975 0.734539  0.0243
H 1.102153 0.575709 0.116962  0.0976

Cartesian forces (eV/Å) of the 2 atoms listed first:
1.053 -1.306 -0.695
-0.593 2.504 0.230

---

The following is a DFT calculation (ωB97M-V/def2-TZVPD) of 2 unconnected molecules or ions with the total composition H3NO2.

Values from the calculation:
orbital gap = 7.672 eV
E = -206.77549 Ha
ΔE to the lowest compared entry with this formula, charge and spin = 96.5 kcal/mol

Last column: Löwdin charge in e.
Atoms and positions in Å:
N 1.212582 -0.231929 -0.001561  0.1558
H 1.574766 0.476079 0.536414  -0.0518
O -0.866643 0.616614 -0.317200  -0.1189
O -1.612144 -0.455481 -0.087239  -0.0494
H -1.658128 -0.426638 0.840382  0.0693
H 1.349565 0.021353 -0.970794  -0.0049

Cartesian forces (eV/Å) of the 2 atoms listed first:
-3.934 -1.543 -1.833
1.084 2.559 1.618